(1)
4 unconnected molecules or ions with the total composition C14H26Cl6FIN3, computed with ωB97M-V/def2-TZVPD.

```
! RIJCOSX wB97M-V def2-TZVPD def2/J DEFGRID3
* xyz 1 1
I -5.67 2.80 3.53
Cl 2.06 -4.65 -3.17
Cl 4.57 -0.14 -1.37
Cl 1.66 -2.29 0.21
Cl 0.81 -3.61 3.23
Cl 4.56 -3.85 -1.01
Cl 6.92 -0.63 -3.77
F -3.49 0.89 2.07
N -1.42 2.79 0.21
N -0.88 4.48 1.80
N -2.83 3.16 1.87
C -1.60 0.38 0.25
C 6.92 0.64 -2.51
C 1.31 -4.00 0.57
C 3.26 -3.34 -3.34
C -5.98 2.69 1.40
C 4.60 -3.71 -2.78
C -1.66 3.48 1.30
C 6.32 0.15 -1.22
C 0.25 -4.16 1.62
C -7.17 1.75 1.19
C -2.38 1.66 0.13
C -3.45 1.99 1.28
C -0.69 0.17 1.22
C -4.76 2.20 0.57
H -2.82 1.75 -0.86
H 2.25 -4.47 0.86
H -0.45 2.58 -0.01
H 0.98 -4.46 -0.36
H 2.86 -2.46 -2.85
H 5.33 -2.93 -3.02
H -0.09 4.33 2.39
H 6.39 1.50 -2.90
H 7.96 0.92 -2.35
H -7.28 1.49 0.14
H -0.64 -3.59 1.38
H -7.05 0.84 1.77
H -0.20 0.98 1.75
H -6.31 3.67 1.09
H 6.78 -0.78 -0.89
H -8.07 2.22 1.57
H -5.05 1.28 0.09
H 3.35 -3.13 -4.41
H -4.60 2.94 -0.21
H -2.76 3.22 2.88
H -1.10 5.43 1.55
H 4.96 -4.65 -3.18
H -1.72 -0.40 -0.48
H 6.46 0.90 -0.44
H -0.02 -5.21 1.72
H -0.40 -0.82 1.51
*
```

## Properties
LUMO energy, eV: -3.485
Relative energy (zero: lowest compared OMol25 entry of this formula, charge and spin), kcal/mol: 0.0
Highest occupied orbital energy, eV: -12.13

***

(2)
3 unconnected molecules or ions with the total composition C14H26ClN3O5, computed with ωB97M-V/def2-TZVPD.

```
! RIJCOSX wB97M-V def2-TZVPD def2/J DEFGRID3
* xyz 0 1
Cl 3.22 -0.73 1.73
O 4.87 -4.09 -1.86
O -1.86 -0.83 0.99
O -0.40 -5.97 -2.46
O 1.34 -4.76 -3.75
O -1.79 5.10 -0.72
N 3.74 -1.96 -0.86
N -1.50 6.49 1.12
N -2.18 1.05 -0.32
C 3.85 -3.42 -1.33
C -0.34 -3.00 1.04
C -2.10 6.08 -0.06
C -0.39 5.71 1.64
C 0.84 -5.44 -2.53
C -1.59 2.20 -0.98
C 2.30 -3.39 0.62
C 2.74 -1.84 0.31
C 1.04 -3.71 1.61
C -1.93 7.67 1.84
C 2.31 -3.95 -0.92
C -3.61 0.84 -0.43
C 1.92 -5.50 -1.25
C -1.43 0.16 0.41
H -0.26 -1.85 1.30
H -4.07 1.62 -1.03
H 1.27 -3.16 2.64
H 2.84 -6.17 -1.62
H -0.38 -3.18 -0.13
H 1.61 -3.21 -1.50
H -3.79 -0.14 -0.89
H -0.35 0.42 0.43
H 1.80 -1.39 -0.26
H -4.05 0.84 0.57
H 1.40 -6.04 -0.34
H 4.63 -1.48 -0.61
H -0.02 6.15 2.57
H -2.77 8.15 1.33
H 0.92 -4.87 1.78
H 1.14 -5.34 -4.55
H 3.23 -3.87 1.18
H -2.93 6.75 -0.36
H -1.25 -3.52 1.58
H -1.79 2.13 -2.05
H 0.41 5.68 0.90
H -2.05 3.11 -0.58
H -2.24 7.37 2.84
H -1.09 8.37 1.91
H -0.74 4.69 1.83
H -0.51 2.24 -0.81
*
```

## Properties
LUMO energy, eV: 0.430
SMILES: CC[C@H]1[C@H](CC(=O)O)C(=O)N[C@@H]1Cl.CN(C)C=O.CN(C)C=O
Highest occupied orbital energy, eV: -9.00

***

(3)
A molecular structure, C14H26IIrOP2, computed with ωB97M-V/def2-TZVPD.

```
! RIJCOSX wB97M-V def2-TZVPD def2/J DEFGRID3
* xyz 3 6
Ir 0.30 -0.03 0.09
I -0.11 0.04 -3.96
P 0.72 -2.30 0.01
P 0.69 2.20 -0.32
O -2.51 -0.14 -1.00
C 1.80 2.77 -1.66
C -1.37 -0.10 -0.69
C 1.39 3.03 1.16
C 1.84 -3.05 -1.22
C 0.34 -0.07 -6.04
C -0.87 3.13 -0.68
C -1.22 1.33 2.35
C -0.80 0.09 1.92
C -2.33 0.25 4.19
C -1.98 1.42 3.51
C -1.21 -1.07 2.53
C -0.82 -3.30 -0.20
C -1.96 -1.00 3.69
C 1.43 -2.90 1.60
H 1.95 -4.14 -1.04
H -1.27 2.79 -1.65
H 1.89 3.87 -1.64
H -0.59 -4.37 -0.09
H -0.65 4.21 -0.72
H 1.55 -3.99 1.57
H 0.79 -2.63 2.45
H 2.37 2.58 1.37
H -1.23 -3.11 -1.21
H -2.90 0.31 5.10
H 0.01 -1.04 -6.42
H -1.63 2.95 0.09
H -0.96 -2.02 2.06
H -1.59 -3.02 0.53
H -2.25 -1.92 4.19
H 2.83 -2.59 -1.16
H -2.27 2.39 3.88
H 2.40 -2.41 1.74
H -0.99 2.20 1.75
H -0.17 0.73 -6.56
H 1.45 -2.91 -2.24
H 1.50 4.11 0.97
H 1.42 0.03 -6.14
H 2.80 2.34 -1.52
H 0.76 2.88 2.04
H 1.41 2.46 -2.64
*
```

## Properties
<S²>: 8.775
LUMO energy (spin up / spin down), eV: -9.340 / -14.089
Highest occupied orbital energy (spin up / spin down), eV: -17.02 / -18.91

***

(4)
A molecular structure, C14H26N2O2PtSi2, computed with ωB97M-V/def2-TZVPD.

```
! RIJCOSX wB97M-V def2-TZVPD def2/J DEFGRID3
* xyz 0 3
Pt 1.11 0.18 -1.01
Si 0.01 -0.46 1.94
Si -0.96 -1.64 -1.01
O 3.05 -0.61 -1.61
O 5.25 -0.44 -1.54
N -0.75 1.66 -1.21
N 2.68 1.78 -0.34
C -1.33 1.03 -0.17
C 1.56 -1.57 1.82
C 0.35 -3.04 -1.09
C -2.41 3.35 -1.16
C 0.54 1.21 2.73
C -1.26 -1.03 -2.80
C -1.28 2.77 -1.70
C -3.01 2.73 -0.07
C 4.02 1.48 -0.85
C -2.48 1.56 0.42
C -2.61 -2.40 -0.39
C -1.35 -1.17 3.08
C 4.13 0.00 -1.38
C -0.62 -0.18 0.19
H 4.79 1.62 -0.09
H 0.41 1.18 3.81
H -1.77 -2.09 2.71
H -3.40 -1.66 -0.39
H -2.08 -0.32 -2.85
H 1.33 -2.67 -1.37
H -0.94 -1.37 4.07
H 1.32 -2.63 1.86
H 0.43 -3.58 -0.16
H -0.05 2.04 2.35
H 2.36 2.70 -0.63
H -3.89 3.17 0.39
H -1.51 -1.87 -3.44
H 4.25 2.11 -1.71
H -2.93 1.05 1.26
H -2.81 4.26 -1.58
H -2.52 -2.79 0.61
H -0.77 3.21 -2.55
H 1.59 1.43 2.56
H -2.93 -3.21 -1.04
H 2.64 1.71 0.67
H -0.37 -0.56 -3.21
H 2.09 -1.40 0.88
H -2.16 -0.46 3.19
H 0.04 -3.75 -1.85
H 2.25 -1.36 2.63
*
```

## Properties
<S²>: 2.006
LUMO energy (spin up / spin down), eV: 0.096 / -1.232
Highest occupied orbital energy (spin up / spin down), eV: -7.65 / -8.73

***

(5)
A molecular structure, C14H26N2O2RhSi2, computed with ωB97M-V/def2-TZVPD.

```
! RIJCOSX wB97M-V def2-TZVPD def2/J DEFGRID3
* xyz 1 1
Rh -0.28 -1.04 0.60
Si -0.29 1.93 0.94
Si -1.22 0.09 -1.82
O -0.48 -4.98 1.19
O -0.91 -2.91 0.45
N -0.08 -1.80 2.68
N 1.71 -0.71 -0.16
C -0.47 -1.42 -2.62
C 1.45 0.43 -0.81
C -0.58 -3.19 2.78
C 0.04 0.82 -0.58
C -0.62 -3.80 1.38
C -1.91 1.45 1.78
C 2.89 -1.32 -0.27
C -1.51 1.42 -3.10
C 3.65 0.43 -1.70
C 1.14 1.70 2.13
C -2.85 -0.35 -0.97
C 2.41 1.05 -1.60
C -0.36 3.70 0.37
C 3.90 -0.76 -1.03
H 2.08 2.02 1.68
H 0.58 3.99 -0.11
H 2.18 1.97 -2.11
H 0.03 -3.80 3.44
H 1.26 0.66 2.45
H -3.39 0.54 -0.65
H -3.45 -0.87 -1.72
H -2.77 1.87 1.26
H 0.98 2.31 3.03
H -1.90 1.84 2.80
H -0.31 -2.26 -1.94
H 4.43 0.88 -2.31
H 3.02 -2.25 0.27
H -1.61 -3.18 3.15
H -1.16 -1.77 -3.40
H -2.08 0.37 1.85
H -0.58 -1.17 3.30
H 0.48 -1.17 -3.10
H -0.51 4.36 1.22
H -2.77 -1.03 -0.12
H 0.90 -1.75 2.91
H -1.93 2.32 -2.65
H -2.21 1.07 -3.86
H -1.17 3.87 -0.34
H -0.58 1.69 -3.60
H 4.85 -1.27 -1.11
*
```

## Properties
LUMO energy (spin up / spin down), eV: -4.903 / -5.245
Relative energy (zero: lowest compared OMol25 entry of this formula, charge and spin), kcal/mol: 27.0
Highest occupied orbital energy (spin up / spin down), eV: -12.17 / -12.31

***

Calculated values (eV/Å) of largest force on an atom for the records, taken in order: 3.3; 8.9; 5.8; 2.0; 2.2.
Calculated values (a.u.) of DFT total energy for the records, taken in order: -3871.7780; -1549.5319; -1707.7889; -1507.3629; -1498.3732.